*1*
# C42H85F9O21

A cluster of 8 separate species, C42H85F9O21 in total (ωB97M-V with the def2-TZVPD basis set, the OMol25 dataset).

Results
2S+1: 1
HOMO-LUMO gap, eV: 9.96
Highest occupied orbital energy, eV: -9.47

Each line ends with the Löwdin charge.
Cartesian coordinates (Å):
C -0.730 -2.955 11.369  -0.110
O -0.521 -3.662 10.167  -0.186
C -1.492 -3.370 9.193  -0.220
C -1.030 -3.944 7.873  -0.194
O -0.046 -3.051 7.374  -0.156
C 0.416 -3.393 6.061  -0.181
C 1.756 -2.690 5.901  -0.192
O 2.481 -3.157 4.779  -0.167
C 2.020 -2.585 3.583  -0.119
H -1.612 -3.375 11.876  0.088
H -0.895 -1.891 11.178  0.087
H 0.127 -3.111 12.017  0.086
H -1.563 -2.289 9.022  0.129
H -2.431 -3.830 9.528  0.130
H -1.871 -4.039 7.179  0.128
H -0.517 -4.898 8.036  0.132
H -0.358 -3.007 5.385  0.120
H 0.523 -4.476 5.953  0.132
H 2.351 -2.940 6.780  0.133
H 1.602 -1.606 5.882  0.130
H 0.942 -2.656 3.443  0.068
H 2.531 -3.050 2.733  0.089
H 2.341 -1.536 3.462  0.087
C 0.433 -0.198 -4.009  -0.109
O 0.612 -1.482 -4.558  -0.174
C 1.843 -1.592 -5.247  -0.197
C 1.554 -2.139 -6.631  -0.195
O 1.050 -3.446 -6.521  -0.129
C 1.033 -4.139 -7.745  -0.213
C 0.311 -5.449 -7.591  -0.218
O 1.053 -6.394 -6.856  -0.176
C 0.881 -6.311 -5.444  -0.096
H -0.544 -0.160 -3.530  0.071
H 0.499 0.557 -4.802  0.099
H 1.146 0.110 -3.229  0.074
H 2.586 -2.140 -4.667  0.126
H 2.271 -0.600 -5.456  0.126
H 2.459 -2.057 -7.245  0.117
H 0.761 -1.500 -7.041  0.137
H 2.030 -4.322 -8.172  0.126
H 0.508 -3.548 -8.519  0.131
H 0.221 -5.884 -8.592  0.127
H -0.706 -5.297 -7.216  0.129
H -0.166 -6.186 -5.156  0.089
H 1.540 -5.543 -5.037  0.079
H 1.174 -7.280 -5.029  0.085
C -6.713 3.837 6.821  -0.110
O -6.196 4.990 6.219  -0.166
C -5.287 5.696 6.998  -0.246
C -4.573 6.727 6.155  -0.193
O -3.904 6.200 5.033  -0.121
C -2.696 5.542 5.332  -0.198
C -2.248 4.834 4.071  -0.193
O -1.080 4.080 4.287  -0.182
C -1.311 2.821 4.854  -0.117
H -5.941 3.292 7.372  0.087
H -7.074 3.204 6.009  0.089
H -7.578 4.064 7.454  0.088
H -4.548 4.975 7.399  0.112
H -5.697 6.162 7.906  0.131
H -3.880 7.273 6.810  0.129
H -5.325 7.417 5.767  0.131
H -2.858 4.780 6.108  0.111
H -1.923 6.238 5.673  0.136
H -1.931 5.614 3.372  0.129
H -3.049 4.246 3.616  0.137
H -2.089 2.761 5.627  0.086
H -0.393 2.402 5.258  0.081
H -1.668 2.139 4.065  0.079
C -2.062 2.004 -1.901  -0.107
O -3.394 1.780 -2.311  -0.168
C -3.890 0.514 -1.892  -0.185
C -4.768 -0.092 -2.972  -0.148
O -6.142 -0.041 -2.538  -0.140
C -7.064 -0.181 -3.570  -0.232
C -8.403 0.363 -3.096  -0.203
O -9.411 0.059 -4.039  -0.182
C -9.694 1.121 -4.909  -0.127
H -2.056 2.259 -0.832  0.096
H -1.747 2.893 -2.449  0.088
H -1.375 1.169 -2.045  0.050
H -4.495 0.681 -0.992  0.134
H -3.114 -0.202 -1.600  0.110
H -4.554 -1.147 -3.164  0.127
H -4.703 0.528 -3.870  0.126
H -7.265 -1.220 -3.883  0.133
H -6.761 0.332 -4.494  0.123
H -8.299 1.450 -2.986  0.126
H -8.683 -0.060 -2.133  0.129
H -8.789 1.522 -5.394  0.087
H -10.117 1.994 -4.391  0.088
H -10.362 0.768 -5.689  0.087
C 5.040 -0.951 -1.471  -0.104
O 5.117 -1.569 -2.734  -0.151
C 6.248 -1.169 -3.417  -0.255
C 6.498 -2.018 -4.625  -0.174
O 5.364 -1.935 -5.486  -0.141
C 5.461 -2.657 -6.694  -0.199
C 5.017 -4.101 -6.535  -0.201
O 5.861 -4.875 -5.730  -0.182
C 7.085 -5.212 -6.327  -0.111
H 5.065 0.141 -1.578  0.080
H 5.916 -1.219 -0.863  0.094
H 4.148 -1.250 -0.929  0.079
H 7.176 -1.191 -2.812  0.131
H 6.275 -0.107 -3.727  0.134
H 6.698 -3.061 -4.381  0.125
H 7.331 -1.585 -5.198  0.133
H 6.482 -2.533 -7.088  0.115
H 4.838 -2.135 -7.425  0.118
H 4.887 -4.588 -7.513  0.130
H 4.028 -4.059 -6.077  0.122
H 7.538 -4.362 -6.844  0.080
H 6.993 -6.032 -7.051  0.092
H 7.748 -5.559 -5.536  0.092
C 2.553 1.716 -0.953  -0.051
C 1.789 2.748 -1.760  -0.174
O 1.277 3.714 -0.809  0.011
C 0.497 4.665 -1.282  -0.412
O 0.256 4.872 -2.434  0.166
C -0.053 5.553 -0.139  -0.520
F 0.127 5.004 1.066  0.166
F 0.556 6.751 -0.182  0.160
F -1.377 5.743 -0.317  0.157
H 2.106 1.451 -0.001  0.073
H 3.570 2.099 -0.853  0.073
H 2.627 0.786 -1.521  0.057
H 0.931 2.318 -2.284  0.106
H 2.375 3.254 -2.527  0.135
C 4.044 5.225 0.337  -0.038
C 4.403 5.049 1.811  -0.181
O 3.321 4.402 2.490  0.041
C 3.504 3.166 2.922  -0.395
O 4.515 2.534 2.894  0.170
C 2.183 2.626 3.499  -0.555
F 1.169 2.860 2.668  0.168
F 2.280 1.312 3.706  0.155
F 1.920 3.202 4.673  0.176
H 3.470 6.144 0.210  0.078
H 3.558 4.364 -0.103  0.053
H 4.959 5.447 -0.224  0.085
H 4.533 6.051 2.223  0.127
H 5.356 4.556 1.984  0.119
C -0.516 -2.965 -1.438  -0.036
C 0.564 -2.724 -0.384  -0.194
O 0.005 -2.111 0.769  0.045
C -0.226 -0.830 0.810  -0.396
O -0.063 -0.016 -0.051  0.155
C -0.986 -0.427 2.099  -0.531
F -0.220 0.440 2.775  0.150
F -2.144 0.149 1.809  0.183
F -1.233 -1.479 2.899  0.151
H -0.085 -3.355 -2.356  0.083
H -0.996 -2.023 -1.709  0.062
H -1.226 -3.589 -0.896  0.087
H 1.439 -2.237 -0.824  0.121
H 0.958 -3.696 -0.088  0.126

***

*2*
# C42H85F9O21

A cluster of 8 separate species, C42H85F9O21 in total (ωB97M-V with the def2-TZVPD basis set, the OMol25 dataset).

Results
2S+1: 1
HOMO-LUMO gap, eV: 9.33
Highest occupied orbital energy, eV: -9.13

Each line ends with the Löwdin charge.
Cartesian coordinates (Å):
C 4.386 -5.725 -4.165  -0.071
O 3.918 -7.055 -3.860  -0.199
C 4.698 -7.954 -3.097  -0.179
C 6.166 -8.291 -3.652  -0.189
O 6.867 -7.106 -3.361  -0.155
C 8.044 -7.022 -4.138  -0.172
C 9.046 -8.255 -4.270  -0.171
O 8.361 -9.426 -4.700  -0.243
C 9.233 -10.513 -5.094  -0.073
H 5.314 -5.799 -4.731  0.072
H 4.504 -5.214 -3.209  0.089
H 3.609 -5.311 -4.807  0.087
H 4.217 -8.924 -2.975  0.113
H 4.829 -7.595 -2.076  0.113
H 6.093 -8.543 -4.710  0.126
H 6.505 -9.192 -3.139  0.119
H 8.554 -6.142 -3.748  0.123
H 7.722 -6.769 -5.149  0.114
H 9.439 -8.433 -3.269  0.122
H 9.805 -8.008 -5.012  0.120
H 8.623 -11.409 -5.210  0.087
H 9.971 -10.740 -4.324  0.083
H 9.735 -10.239 -6.022  0.084
C -0.305 -5.181 -0.383  -0.121
O -1.341 -4.814 0.488  -0.183
C -1.112 -3.604 1.290  -0.162
C -0.084 -3.687 2.392  -0.184
O 1.239 -3.388 1.930  -0.156
C 2.288 -3.878 2.714  -0.206
C 3.583 -4.082 1.821  -0.192
O 4.172 -2.989 1.197  -0.160
C 4.125 -1.884 2.051  -0.132
H 0.073 -4.297 -0.897  0.090
H -0.822 -5.824 -1.096  0.087
H 0.485 -5.776 0.075  0.082
H -2.100 -3.423 1.713  0.122
H -0.869 -2.676 0.773  0.122
H -0.042 -4.680 2.841  0.125
H -0.355 -2.981 3.177  0.125
H 2.055 -4.873 3.093  0.118
H 2.394 -3.226 3.580  0.116
H 3.318 -4.769 1.018  0.124
H 4.340 -4.545 2.454  0.120
H 3.135 -1.450 2.192  0.082
H 4.616 -1.057 1.540  0.088
H 4.570 -2.103 3.022  0.095
C 1.335 1.400 -4.866  -0.106
O 0.451 0.941 -3.845  -0.199
C 1.174 0.329 -2.708  -0.172
C 1.711 1.339 -1.725  -0.148
O 2.902 2.031 -2.262  -0.141
C 3.185 3.300 -1.745  -0.194
C 3.228 3.446 -0.180  -0.207
O 1.925 3.477 0.322  -0.211
C 1.813 3.363 1.741  -0.095
H 0.631 1.559 -5.683  0.089
H 2.103 0.630 -4.935  0.083
H 1.828 2.346 -4.643  0.074
H 1.941 -0.375 -3.029  0.120
H 0.385 -0.235 -2.210  0.123
H 2.111 0.770 -0.886  0.125
H 0.860 1.972 -1.476  0.130
H 2.513 4.068 -2.129  0.118
H 4.149 3.661 -2.102  0.120
H 3.715 4.343 0.204  0.122
H 3.779 2.597 0.223  0.119
H 2.166 4.234 2.293  0.084
H 2.143 2.433 2.203  0.087
H 0.751 3.453 1.966  0.082
C -5.334 1.358 -3.374  -0.127
O -6.694 1.455 -3.082  -0.177
C -7.303 2.570 -3.748  -0.182
C -8.843 2.413 -3.623  -0.221
O -9.294 1.261 -4.268  -0.124
C -10.703 1.049 -4.138  -0.152
C -11.121 -0.025 -5.209  -0.182
O -11.042 0.524 -6.527  -0.197
C -11.272 -0.403 -7.550  -0.126
H -4.909 2.322 -3.653  0.084
H -5.150 0.521 -4.048  0.092
H -4.833 1.172 -2.423  0.082
H -7.048 2.609 -4.806  0.128
H -7.181 3.512 -3.212  0.120
H -9.317 3.311 -4.018  0.122
H -9.076 2.401 -2.559  0.124
H -11.330 1.931 -4.264  0.125
H -10.900 0.547 -3.191  0.121
H -12.129 -0.413 -5.072  0.114
H -10.497 -0.918 -5.193  0.121
H -11.482 0.174 -8.451  0.089
H -12.103 -1.044 -7.253  0.082
H -10.416 -1.035 -7.785  0.085
C -3.781 0.682 4.511  -0.136
O -4.834 -0.206 4.405  -0.219
C -5.651 -0.027 3.249  -0.174
C -6.671 1.127 3.410  -0.134
O -7.672 0.779 4.408  -0.131
C -7.201 0.304 5.639  -0.209
C -8.289 0.472 6.738  -0.172
O -9.252 -0.533 6.425  -0.165
C -10.369 -0.411 7.201  -0.158
H -4.133 1.686 4.749  0.081
H -3.201 0.728 3.590  0.087
H -3.067 0.526 5.320  0.090
H -6.180 -0.969 3.102  0.132
H -5.018 0.163 2.382  0.117
H -7.201 1.231 2.463  0.124
H -6.179 2.066 3.662  0.116
H -6.246 0.731 5.948  0.117
H -6.949 -0.749 5.513  0.123
H -8.633 1.505 6.681  0.125
H -7.793 0.326 7.698  0.121
H -11.109 -1.011 6.671  0.093
H -10.831 0.564 7.358  0.086
H -10.123 -0.793 8.192  0.087
C 2.302 9.158 10.357  -0.060
C 1.911 7.984 11.266  -0.197
O 2.310 6.719 10.750  0.017
C 1.799 6.216 9.610  -0.322
O 1.068 6.862 8.851  0.126
C 2.356 4.831 9.206  -0.543
F 3.236 5.032 8.230  0.176
F 2.971 4.173 10.204  0.161
F 1.388 4.045 8.715  0.163
H 1.795 9.138 9.392  0.072
H 3.375 9.345 10.325  0.082
H 1.918 10.034 10.880  0.076
H 0.849 7.917 11.504  0.128
H 2.378 8.182 12.231  0.122
C 7.058 -0.912 -5.578  -0.029
C 7.432 -0.952 -4.034  -0.173
O 8.774 -1.379 -3.851  0.032
C 9.758 -0.532 -4.061  -0.374
O 9.688 0.695 -4.151  0.140
C 11.163 -1.138 -4.044  -0.536
F 11.699 -0.899 -2.842  0.167
F 11.174 -2.472 -4.235  0.149
F 11.996 -0.606 -4.951  0.165
H 7.800 -0.346 -6.141  0.072
H 6.100 -0.412 -5.724  0.072
H 6.995 -1.942 -5.930  0.072
H 6.835 -1.702 -3.515  0.120
H 7.213 -0.046 -3.469  0.121
C -1.029 7.184 -2.049  -0.054
C -1.869 6.462 -0.997  -0.245
O -1.719 7.094 0.235  0.013
C -2.241 6.481 1.346  -0.303
O -2.798 5.388 1.446  0.147
C -2.058 7.448 2.546  -0.518
F -1.481 6.821 3.606  0.140
F -1.367 8.524 2.303  0.194
F -3.262 7.916 3.027  0.122
H 0.013 7.031 -1.768  0.077
H -1.344 8.227 -2.058  0.083
H -1.164 6.729 -3.031  0.081
H -1.565 5.419 -0.915  0.130
H -2.893 6.571 -1.355  0.131

***

We find *1* to be the most stable, with the next structure 315.2 kJ/mol higher.

***

*1*
# C4H11N3

A cluster of 2 separate species, C4H11N3 in total (ωB97M-V with the def2-TZVPD basis set, the OMol25 dataset).

Results
2S+1: 1
HOMO-LUMO gap, eV: 9.67
Highest occupied orbital energy, eV: -8.83

Each line ends with the Löwdin charge.
Cartesian coordinates (Å):
C 0.517 0.742 1.313  -0.105
C 2.080 -0.237 -1.512  -0.091
C 2.202 -1.320 -0.774  -0.087
H 2.941 0.283 -1.907  0.047
H 1.267 0.067 1.728  0.074
H 0.832 1.059 0.322  0.045
H 0.426 1.622 1.965  0.083
H 3.163 -1.744 -0.524  0.041
H 1.341 -1.838 -0.387  0.043
C -1.557 0.282 0.091  -0.586
N -0.739 0.039 1.167  -0.027
N -2.903 0.081 0.348  0.114
N -1.070 0.684 -1.014  0.105
H 1.113 0.170 -1.755  0.011
H -1.233 -0.097 2.040  0.118
H -3.474 -0.061 -0.470  0.089
H -3.146 -0.538 1.108  0.085
H -1.761 0.808 -1.739  0.040

***

*2*
# C4H11N3

An isolated molecule of C4H11N3 (ωB97M-V with the def2-TZVPD basis set, the OMol25 dataset).

Results
2S+1: 1
HOMO-LUMO gap, eV: 9.72
Highest occupied orbital energy, eV: -8.81

Each line ends with the Löwdin charge.
Cartesian coordinates (Å):
C -0.005 0.573 1.666  -0.139
C -1.031 -0.395 1.124  -0.284
C -1.345 -0.461 -0.386  -0.262
N -0.354 -0.908 -1.361  -0.005
C 0.980 -0.197 -1.272  -0.494
N 0.968 1.188 -1.491  0.100
N 2.019 -0.907 -0.944  0.081
H 0.061 1.647 1.410  0.074
H -0.314 0.325 2.785  0.109
H 0.957 0.095 1.673  0.044
H -0.713 -1.353 1.395  0.080
H -1.970 -0.154 1.752  0.126
H -1.689 0.594 -0.716  0.115
H -2.302 -1.085 -0.612  0.133
H -0.236 -1.903 -1.388  0.093
H 0.149 1.738 -1.268  0.071
H 1.875 1.708 -1.602  0.120
H 2.950 -0.504 -0.764  0.038

***

We find *1* to be the most stable, with the next structure 53.5 kJ/mol higher.

***

*1*
# C4H11N3

An isolated molecule of C4H11N3 (ωB97M-V with the def2-TZVPD basis set, the OMol25 dataset).

Results
2S+1: 1
HOMO-LUMO gap, eV: 9.62
Highest occupied orbital energy, eV: -8.70

Each line ends with the Löwdin charge.
Cartesian coordinates (Å):
C -1.786 -0.162 -0.589  -0.276
C -1.142 1.090 0.139  -0.150
C 0.340 0.723 0.598  -0.214
N 3.119 -0.253 0.727  0.052
C 2.307 -0.396 -0.274  -0.337
N 1.069 0.090 -0.476  -0.021
N -1.570 -1.496 0.059  -0.014
H -1.546 -0.169 -1.648  0.086
H -2.876 -0.047 -0.513  0.095
H -1.272 2.023 -0.495  0.121
H -1.583 1.329 1.095  0.087
H 0.349 0.107 1.498  0.108
H 0.880 1.637 0.748  0.101
H 4.031 -0.536 0.402  0.015
H 2.721 -0.930 -1.118  0.106
H 0.630 0.291 -1.357  0.124
H -2.422 -1.955 0.121  0.015
H -1.247 -1.344 1.084  0.101

***

*2*
# C4H11N3

An isolated molecule of C4H11N3 (ωB97M-V with the def2-TZVPD basis set, the OMol25 dataset).

Results
2S+1: 1
HOMO-LUMO gap, eV: 9.31
Highest occupied orbital energy, eV: -8.47

Each line ends with the Löwdin charge.
Cartesian coordinates (Å):
C -2.100 -0.313 2.100  -0.128
C -0.679 0.240 1.992  -0.261
C -0.270 0.777 0.623  -0.194
N 0.802 -0.097 0.076  -0.002
C 0.884 -0.313 -1.297  -0.626
N -0.152 0.274 -2.019  0.086
N 1.963 -0.877 -1.707  0.055
H -2.507 -0.833 1.182  0.076
H -2.824 0.639 1.978  0.107
H -2.446 -0.866 2.994  0.067
H 0.037 -0.490 2.356  0.096
H -0.560 0.941 2.815  0.096
H -1.015 0.606 -0.094  0.069
H 0.203 1.770 0.580  0.126
H 1.778 -0.133 0.470  0.154
H -0.376 1.206 -1.575  0.101
H 0.216 0.147 -3.013  0.123
H 2.195 -0.438 -2.658  0.054

***

We find *1* to be the most stable, with the next structure 11.6 kJ/mol higher.